ORCA calculation (wB97M-V/def2-TZVPD) on C3H7IN2O2S as an isolated structure.

Results
* lowest unoccupied orbital energy: -1.0 eV
* HOMO-LUMO gap: 7.881 eV
* E_tot: -29230.92400 eV
* ΔE to the lowest compared entry with this formula, charge and spin: 0.0 kJ/mol
* largest force on an atom: 9.242 eV/Å
* M: 262.07 g mol⁻¹
* E_HOMO: -8.84 eV

Each line ends with the Löwdin charge.
Cartesian coordinates (Å):
C -0.577 1.782 0.890  -0.1572
H 0.491 1.669 1.127  0.0662
I 3.395 -1.586 -0.216  0.7997
S 0.446 -1.486 -1.611  0.8525
H -1.064 2.122 1.818  0.0665
N -1.263 0.612 0.354  -0.1153
N 1.802 -1.194 0.874  -0.5443
H -0.693 2.649 0.123  0.1094
H -1.581 -1.405 0.545  0.1065
H -0.919 -0.638 1.922  0.1042
O 0.914 0.077 -2.200  -0.2896
H 1.831 0.108 -2.171  -0.0505
C -0.783 -0.771 0.899  -0.1769
O -0.963 -1.624 -1.856  -0.4467
H -1.485 0.722 -0.667  0.1142
C 0.449 -1.038 0.170  -0.4386


ORCA calculation (wB97M-V/def2-TZVPD) on an isolated ion of composition C6H13N and charge +1.

Results
* lowest unoccupied orbital energy (alpha / beta): -2.7 / -6.8 eV
* HOMO-LUMO gap (alpha / beta): 13.044 / 9.519 eV
* E_tot: -7914.36521 eV
* spin multiplicity: 2
* ΔE to the lowest compared entry with this formula, charge and spin: 81.8 kJ/mol
* largest force on an atom: 2.804 eV/Å
* total charge: +1
* M: 99.18 g mol⁻¹
* E_HOMO (alpha / beta): -15.72 / -16.35 eV

Each line ends with the Löwdin spin population.
Cartesian coordinates (Å):
C 1.260 -0.522 -0.900  0.0514
H -2.715 -0.256 1.596  0.0004
C -1.694 1.329 0.378  -0.0002
H 2.753 -1.643 0.249  0.0000
C 2.644 -0.696 -0.281  0.0192
C -0.574 1.063 -0.627  0.0569
H -2.440 -0.614 -0.087  0.0003
H 2.987 0.092 0.380  -0.0003
H -0.018 1.975 -0.817  0.0157
H -1.322 1.923 1.209  -0.0003
H -0.357 -1.719 0.948  0.0133
H -0.166 -0.448 2.084  0.0257
H 3.252 -0.754 -1.190  0.0017
H -0.782 0.613 -1.605  0.0269
H 0.783 -1.364 -1.418  0.0243
H 1.303 0.160 -1.743  0.0014
N 0.265 0.020 0.071  0.6910
C -1.989 -0.145 0.794  0.0098
H -2.588 1.652 -0.146  -0.0006
C -0.603 -0.666 1.105  0.0634